[1]
C18H36B2N2O in the gas phase, computed with ωB97M-V with the def2-TZVPD basis set.

Cartesian coordinates (Å):
C: -1.0927 1.1145 -5.5823
N: -2.1995 0.1537 -5.3398
C: -2.5839 -0.5881 -6.5586
B: -1.8502 -0.7701 -4.2181
O: -0.7106 -1.6283 -4.3754
B: -2.7806 -0.7353 -2.8315
C: -2.2243 -0.2678 -1.3795
C: -2.7831 1.1945 -1.1165
C: -2.9843 1.5558 0.4088
C: -1.7316 2.2625 1.0575
C: -0.5901 1.1673 1.3307
C: 0.0326 1.2706 2.7792
C: -0.7088 0.2957 3.7960
C: 0.2322 -0.7925 4.4437
C: 0.3100 -2.1207 3.5827
C: 1.7861 -2.6843 3.4058
C: 2.3803 -2.2252 1.9868
C: 3.5696 -1.2270 2.2430
N: 3.6403 -0.0950 1.2903
C: 4.7709 0.7069 1.3753
C: 4.6197 1.7618 0.3910
C: 3.3265 1.5302 -0.3028
C: 2.7759 0.3328 0.3030
H: -1.0454 1.4230 -6.6600
H: -0.0750 0.7229 -5.3131
H: -1.2734 2.0210 -4.9374
H: -1.7434 -0.7190 -7.2955
H: -3.0326 -1.5980 -6.3517
H: -3.3791 0.0022 -7.0959
H: -1.0232 -2.5526 -4.3567
H: -3.9324 -1.0549 -2.8726
H: -1.0992 -0.3075 -1.3326
H: -2.6827 -0.9677 -0.6277
H: -3.7805 1.3064 -1.6218
H: -2.0794 1.9323 -1.5970
H: -3.8312 2.3007 0.4563
H: -3.1945 0.6341 1.0107
H: -1.9339 2.7579 2.0382
H: -1.3545 3.0006 0.2958
H: -0.9299 0.1257 1.1014
H: 0.2182 1.4040 0.5804
H: 1.1433 1.1089 2.8061
H: -0.1290 2.3382 3.1068
H: -1.1036 0.9450 4.6284
H: -1.5959 -0.1880 3.2991
H: -0.2402 -1.0574 5.4339
H: 1.2358 -0.3583 4.7029
H: -0.2421 -2.9147 4.1650
H: -0.2246 -1.9872 2.6058
H: 2.4277 -2.3281 4.2536
H: 1.7901 -3.8099 3.4176
H: 2.7042 -3.1709 1.4675
H: 1.5582 -1.7967 1.3576
H: 3.5211 -0.7801 3.2753
H: 4.5532 -1.7753 2.2038
H: 5.6465 0.5917 2.0491
H: 5.2908 2.6165 0.1558
H: 2.8171 2.0984 -1.1037
H: 1.8152 -0.1748 0.0653

Properties
2S+1   1
Lowest unoccupied orbital energy   0.090 eV
DFT total energy   -941.802445 Ha
Structure (SMILES)   CN(C)B(O)BCCCCCCCCCCCCn1cccc1


[2]
2 unconnected molecules or ions with the total composition C10H16, computed with ωB97M-V with the def2-TZVPD basis set.

Cartesian coordinates (Å):
C: 0.2619 -1.4225 -0.8103
C: -0.5004 -2.3325 -1.8157
C: -0.7488 -0.7465 0.0392
C: -0.9451 -1.0833 1.4117
C: -1.5384 0.2987 -0.5681
C: -1.9914 -0.5626 2.0977
C: -2.6235 0.7215 0.1052
C: -2.9375 0.1789 1.3976
H: 0.9386 -1.9255 -0.1173
H: 0.9056 -0.6731 -1.2742
H: 0.1781 -3.0743 -2.2015
H: -0.3353 -1.8047 1.9549
H: -1.2537 0.5093 -1.5903
H: -2.0922 -0.8122 3.1520
H: -3.3143 1.4418 -0.3184
H: -3.9014 0.4097 1.8413
H: -0.9207 -1.7406 -2.6240
H: -1.2731 -2.8304 -1.2467
C: 2.9208 1.1992 -0.0086
C: 2.5145 2.6699 0.1711
H: 2.2386 0.6941 -0.6857
H: 3.9100 1.1807 -0.4882
H: 3.0424 0.6241 0.9145
H: 2.5029 3.1381 -0.8055
H: 3.3314 3.1772 0.6743
H: 1.6313 2.7651 0.7949

Properties
2S+1   2
Lowest unoccupied orbital energy (alpha / beta)   -4.361 / -8.022 eV
Energy relative to the best compared isomer or geometry (same formula, charge and spin)   7.4 kcal/mol
DFT total energy   -390.298032 Ha
Net charge   +1